No. 1
55
Properties=species:S:1:pos:R:3:forces:R:3 method="wB97M-V/def2-TZVPD" e_tot_ha=-1111.5545 gap_ev=9.54 smiles="Cc1nn(C)cc1CNC(=O)[C@@H]1CCC(=O)N(CC2CCCCC2)C1" e_homo_ha=-0.32970
C 5.9484 1.8381 1.8080 0.0169 -0.0604 -0.0637
C 5.7800 0.8094 0.7466 -0.1664 -0.1693 -0.3830
N 6.5664 -0.2519 0.6770 0.5365 0.0200 0.6246
N 6.1608 -0.9612 -0.3730 -0.4355 0.3238 -0.1379
C 5.1205 -0.3768 -0.9941 -0.0325 0.3081 0.1511
C 4.8375 0.7853 -0.3043 0.1472 -0.1404 -0.1548
C 3.7295 1.7465 -0.5833 0.0536 -0.1922 -0.1003
N 2.4669 1.2535 -0.0542 0.1406 0.3912 0.2645
C 1.5749 0.5972 -0.8254 -0.4837 0.0597 0.5724
O 1.6703 0.5135 -2.0314 0.1091 -0.1354 -0.4767
C 0.4368 -0.0421 -0.0308 0.0282 -0.2689 -0.4264
C -0.7720 -0.2518 -0.9339 0.4144 0.2234 -0.1765
N -1.7910 -1.0883 -0.3355 -0.1251 0.1528 -0.1346
C -1.5960 -1.9763 0.6618 0.3612 -0.0254 0.2860
O -2.4864 -2.7140 1.0462 -0.2171 -0.2650 0.1396
C -0.2322 -1.9943 1.3351 0.0380 -0.1096 -0.0774
C 0.8862 -1.4089 0.4886 -0.0903 0.1330 0.2433
H 1.0969 -2.0594 -0.3628 0.0624 0.0002 -0.0488
H 1.8015 -1.3223 1.0798 0.0097 -0.0404 -0.0585
H -0.0213 -3.0287 1.6107 -0.1141 0.0606 0.0153
H -0.3352 -1.4284 2.2662 -0.0139 -0.0360 -0.0019
C -3.0924 -1.0874 -0.9837 -0.3946 -0.1863 0.3233
H -2.9873 -0.6242 -1.9666 0.0243 0.0156 -0.0157
C -4.1636 -0.3597 -0.1604 0.1654 0.0737 -0.4439
C -3.8026 1.1051 0.0852 -0.1033 -0.1889 0.3155
C -4.8902 1.7982 0.9016 0.0378 0.1975 -0.2681
C -6.2360 1.7053 0.1905 -0.0405 -0.1447 0.2997
C -6.6018 0.2453 -0.0563 -0.0150 0.1526 -0.3100
C -5.5141 -0.4476 -0.8714 0.0188 -0.1306 0.3668
H -5.4372 0.0287 -1.8526 0.0055 0.0041 -0.1185
H -5.7791 -1.4951 -1.0267 0.0117 -0.0491 -0.0932
H -7.5559 0.1836 -0.5840 -0.0476 -0.0498 0.0651
H -6.7146 -0.2666 0.9016 -0.0593 -0.0488 0.0530
H -7.0094 2.1878 0.7919 -0.0271 0.0648 -0.0594
H -6.1783 2.2317 -0.7653 -0.0320 0.0687 -0.0534
H -4.6233 2.8456 1.0607 0.0043 -0.0099 0.0939
H -4.9655 1.3188 1.8803 0.0113 0.0141 0.0904
H -3.6901 1.6179 -0.8743 0.0663 0.0514 -0.0945
H -2.8527 1.1685 0.6203 0.1034 0.0277 -0.0585
H -4.2386 -0.8716 0.8036 0.0024 -0.0122 -0.0107
H -3.4063 -2.1281 -1.1120 0.0185 0.1103 -0.0962
H -1.2166 0.7170 -1.1800 0.0170 -0.0858 -0.0183
H -0.4225 -0.7024 -1.8737 -0.0505 0.1583 0.1108
H 0.1712 0.6000 0.8155 0.0094 -0.0112 -0.0005
H 2.3901 1.1913 0.9489 -0.1202 -0.0649 -0.0914
H 3.5860 1.8570 -1.6604 0.0177 0.1438 0.1679
H 3.9419 2.7210 -0.1367 -0.0167 -0.0396 -0.1254
H 4.6548 -0.7999 -1.8610 -0.0944 -0.1325 -0.2270
C 6.8217 -2.1839 -0.7262 0.2083 -0.3935 -0.1322
H 6.1212 -3.0210 -0.7042 0.0529 0.0332 0.0196
H 7.2572 -2.1122 -1.7246 0.0034 -0.0097 0.0634
H 7.6121 -2.3532 0.0017 -0.0638 0.0115 -0.0558
H 5.0531 1.9093 2.4249 -0.0107 0.0652 0.0971
H 6.7903 1.5665 2.4376 0.0376 0.0423 0.0841
H 6.1360 2.8153 1.3648 0.0205 0.0928 0.0656

No. 2
71
Properties=species:S:1:pos:R:3:forces:R:3 method="wB97M-V/def2-TZVPD" e_tot_ha=-3997.4294 gap_ev="7.79 / 7.75" e_homo_ha="-0.30828 / -0.30784"
Ni -0.0658 0.4406 0.5263 0.0044 0.8659 -1.3332
O -1.0342 0.5410 -1.5382 -0.5461 -0.0690 0.1327
H -1.9673 0.5120 -1.2785 -0.0305 0.0262 -0.2432
H -0.8203 1.4832 -1.6401 0.0556 -0.0415 0.1523
C -1.0267 -3.3430 2.5957 0.0625 -0.2215 0.1637
O -1.7542 -2.2018 2.1224 0.0534 0.5958 -0.3216
P -1.3713 -1.3549 0.8157 0.4916 -0.9052 0.0886
O -1.1206 -2.5919 -0.1971 -0.0318 0.3238 0.2564
C -0.2796 -2.5049 -1.3503 0.1390 0.0168 -0.1171
O -2.8276 -0.7969 0.4204 0.4854 0.2997 0.0859
C -4.0029 -1.6188 0.4527 -0.1081 -0.1615 -0.0029
H -1.7527 -4.0056 3.0638 -0.0434 0.0545 -0.0183
H -0.2826 -3.0427 3.3324 -0.1527 0.0531 -0.1525
H -0.5431 -3.8668 1.7751 -0.0495 0.0450 -0.0101
H 0.2006 -3.4738 -1.4742 -0.0260 0.0063 0.0449
H 0.4835 -1.7341 -1.2319 -0.0220 0.0317 0.0500
H -0.8749 -2.2788 -2.2338 -0.0223 0.0321 0.0462
H -4.8279 -0.9907 0.1288 0.0214 0.0013 -0.0091
H -4.1854 -1.9811 1.4619 0.0264 0.0480 0.0140
H -3.8937 -2.4681 -0.2217 0.0321 0.0356 -0.0159
C 6.3384 0.0825 -0.1937 -0.0157 0.0242 0.0342
C 6.0761 -0.4409 1.0635 0.0936 -0.0030 0.0290
C 4.7811 -0.4410 1.5628 -0.0779 -0.0436 0.0690
C 3.7307 0.0947 0.8194 -0.6411 0.1598 -0.2361
C 4.0083 0.6072 -0.4480 0.0876 -0.1776 -0.1744
C 5.2995 0.6056 -0.9514 0.0137 -0.0545 -0.0331
Si 1.9769 0.1140 1.5527 -0.6333 -0.1111 1.3190
C 1.9371 -1.5892 2.4552 -0.0187 0.4014 -0.3584
C 1.8089 -1.6850 3.8414 0.0372 -0.0145 0.0087
C 1.9064 -2.9133 4.4838 0.0490 -0.0395 0.0371
C 2.1250 -4.0691 3.7466 0.0204 -0.0290 0.0504
C 2.2318 -3.9959 2.3640 0.0492 -0.0321 -0.0305
C 2.1380 -2.7663 1.7294 0.0074 0.0099 0.0452
C 1.6649 1.3620 2.9780 0.2998 -0.1801 -0.7108
C 0.3557 1.6428 3.3688 -0.0107 -0.0280 0.0635
C 0.0903 2.5597 4.3758 -0.0035 0.0075 0.0727
C 1.1394 3.2112 5.0076 0.0261 -0.0222 0.0034
C 2.4466 2.9573 4.6145 0.0431 0.0776 0.0857
C 2.7061 2.0454 3.6024 -0.0270 -0.0167 -0.0170
H 7.3484 0.0805 -0.5836 0.0079 0.0035 0.0085
H 6.8829 -0.8524 1.6573 -0.0104 -0.0021 0.0058
H 4.5867 -0.8675 2.5410 0.0251 -0.0110 0.0012
H 3.2004 1.0152 -1.0416 0.1673 -0.0525 0.0241
H 5.4996 1.0164 -1.9335 -0.0120 -0.0290 -0.0070
H 1.6407 -0.7879 4.4255 0.0249 -0.0149 0.0190
H 1.8112 -2.9699 5.5613 0.0178 0.0076 0.0048
H 2.2110 -5.0250 4.2482 -0.0049 -0.0005 -0.0033
H 2.3953 -4.8984 1.7871 0.0075 0.0091 -0.0112
H 2.2344 -2.7138 0.6482 0.0632 -0.0390 0.0065
H -0.4752 1.1410 2.8744 0.0477 0.0325 0.0694
H -0.9293 2.7768 4.6696 -0.0127 -0.0473 -0.0305
H 0.9373 3.9169 5.8033 0.0102 0.0350 -0.0252
H 3.2625 3.4851 5.0932 0.0126 -0.0244 -0.0023
H 3.7255 1.8720 3.2767 0.0300 0.0230 0.0442
F 0.1983 3.4830 -5.3333 -0.0894 0.0142 -0.0436
C -0.1941 3.9962 -4.1618 0.2786 -0.1235 0.0482
C 0.6354 3.9875 -3.1101 -0.1130 -0.0477 -0.2189
N 0.2934 4.5169 -1.8939 -0.2343 0.3117 0.0703
C 1.2150 4.4149 -0.7773 -0.0162 -0.4232 0.2433
C 1.2545 2.9985 -0.1617 0.5114 0.6878 -0.2358
O 2.3445 2.6007 0.2321 -0.4925 -0.0042 0.3061
O 0.1423 2.3770 -0.1448 0.0909 -1.3332 0.5712
C -0.9364 5.1285 -1.6976 0.1608 -0.0258 0.1324
O -1.2627 5.6623 -0.6613 -0.0062 -0.0774 -0.0787
N -1.7703 5.0830 -2.7993 -0.0363 0.0191 -0.1040
C -1.5268 4.5724 -4.0767 -0.1014 0.0856 0.1974
O -2.3582 4.6352 -4.9504 0.0953 -0.0574 -0.0507
H 1.6300 3.5694 -3.1922 -0.0100 -0.0354 0.0191
H 0.8846 5.1100 -0.0088 0.0262 0.0484 -0.0151
H 2.2256 4.6618 -1.0948 -0.0372 0.0971 -0.0259
H -2.6628 5.5375 -2.6730 -0.0393 0.0088 0.0123